Arrangement one

The following is a quantum chemistry calculation of C39H33CuN6PS4Te as an isolated structure, from the OMol25 dataset.

Spin multiplicity: 2
Total charge: -2
Molar mass, g/mol: 936.123
E_HOMO (alpha / beta), eV: 0.012 / -3.163

Each line ends with the Löwdin spin population.
Geometry (Å):
Cu  0.2702  -2.3681  0.8884  0.00
C  -2.0951  -4.6752  0.1649  0.00
P  -1.8353  -2.8784  0.3908  0.00
C  -2.7091  -2.1994  -1.0583  0.00
C  -4.0968  -2.3098  -1.1762  0.00
C  -4.7517  -1.7845  -2.2737  0.00
C  -4.0267  -1.1516  -3.2764  0.00
C  -2.6519  -1.0435  -3.1747  0.00
C  -1.9932  -1.5604  -2.0633  0.00
C  -2.9946  -2.4555  1.7319  0.00
C  -3.4423  -1.1364  1.8231  0.00
C  -4.2918  -0.7562  2.8483  0.00
C  -4.6960  -1.6864  3.7987  0.00
C  -4.2402  -2.9937  3.7218  0.00
C  -3.3890  -3.3790  2.6936  0.00
H  -1.6597  -5.2156  1.0050  0.00
H  -1.5695  -4.9721  -0.7433  0.00
H  -3.1542  -4.9192  0.0663  0.00
H  -4.6677  -2.7734  -0.3793  0.00
H  -5.8319  -1.8267  -2.3319  0.00
H  -4.5458  -0.7019  -4.1130  0.00
H  -2.0899  -0.5095  -3.9299  0.00
H  -0.9229  -1.4243  -1.9556  0.00
H  -3.1422  -0.3939  1.0898  0.00
H  -4.6316  0.2709  2.8935  0.00
H  -5.3602  -1.3893  4.6016  0.00
H  -4.5338  -3.7208  4.4693  0.00
H  -3.0219  -4.3975  2.6656  0.00
Te  -0.8024  2.0867  -1.7466  0.00
C  -1.7904  3.7397  -2.5701  0.00
C  -3.0266  3.7364  -3.1488  0.00
C  -3.4333  5.0260  -3.5868  0.00
C  -2.4926  5.9799  -3.3374  0.00
S  -1.1202  5.3212  -2.5571  0.00
H  -3.6372  2.8486  -3.2264  0.00
H  -4.3823  5.2275  -4.0642  0.00
H  -2.5372  7.0306  -3.5786  0.00
N  7.6458  5.3427  1.5908  0.14
C  6.8783  4.4986  1.3481  0.07
C  5.9545  3.4905  1.0459  0.17
C  4.6039  3.5318  1.5392  0.11
C  3.6919  2.5801  1.1790  0.04
C  4.0584  1.5229  0.3152  0.21
C  5.3976  1.4291  -0.1320  0.05
C  6.3186  2.3739  0.2191  0.10
N  3.1171  0.5234  -0.0565  0.02
C  2.9539  -0.0074  -1.3146  0.02
C  1.9482  -0.9222  -1.2174  0.01
N  1.4910  -0.9650  0.0750  0.02
C  2.2240  -0.0906  0.7454  0.03
H  4.3021  4.3477  2.1843  0.01
H  2.6676  2.6547  1.5269  0.00
H  5.6942  0.5845  -0.7451  0.00
H  7.3421  2.2846  -0.1259  0.01
H  3.5071  0.3664  -2.1578  0.00
H  1.5172  -1.5302  -1.9946  0.00
H  2.1531  0.1062  1.8013  0.00
S  -3.1809  2.0795  0.2078  0.00
C  -4.4453  1.6828  -0.8095  0.00
N  -5.3243  1.4043  -1.5197  0.00
C  5.7852  3.3305  -3.5267  0.00
C  4.4450  3.5921  -2.9088  0.00
C  4.2823  4.4997  -1.8713  0.00
C  3.0060  4.6315  -1.3602  0.00
N  1.9667  3.9479  -1.8295  0.00
C  2.2270  3.0915  -2.8104  0.00
S  0.9130  2.1214  -3.4893  0.00
N  3.4182  2.8827  -3.3781  0.00
H  6.4552  4.1800  -3.3965  0.00
H  5.6699  3.1012  -4.5854  0.00
H  6.2383  2.4696  -3.0332  0.00
H  5.1184  5.0446  -1.4561  0.00
H  2.8009  5.3130  -0.5413  0.00
S  1.4115  -3.4819  2.5088  0.00
C  0.2374  -4.4314  3.4212  0.00
C  -0.0535  -5.7600  3.0840  0.00
C  -0.9473  -6.5176  3.8280  0.00
C  -1.5706  -5.9775  4.9466  0.00
C  -1.2840  -4.6652  5.3022  0.00
C  -0.4009  -3.9056  4.5515  0.00
H  0.4400  -6.1902  2.2204  0.00
H  -1.1534  -7.5411  3.5339  0.00
H  -2.2665  -6.5689  5.5297  0.00
H  -1.7643  -4.2208  6.1665  0.00
H  -0.1933  -2.8794  4.8279  0.00

---

Arrangement two

The following is a quantum chemistry calculation of C39H33CuN6PS4Te as an isolated structure, from the OMol25 dataset.

Spin multiplicity: 2
Total charge: -2
Molar mass, g/mol: 936.123
E_HOMO (alpha / beta), eV: 0.016 / -2.432

Each line ends with the Löwdin spin population.
Geometry (Å):
Cu  -0.3592  0.6120  0.9527  0.00
C  -1.2969  2.9557  3.1296  0.00
P  -0.5902  2.7642  1.4623  0.00
C  -1.6448  3.8874  0.4806  0.00
C  -1.7333  5.2415  0.8068  0.00
C  -2.5338  6.0892  0.0607  0.00
C  -3.2418  5.5949  -1.0301  0.00
C  -3.1508  4.2553  -1.3669  0.00
C  -2.3582  3.4022  -0.6072  0.00
C  0.9681  3.7004  1.5296  0.00
C  1.5446  4.1175  0.3302  0.00
C  2.7413  4.8155  0.3443  0.00
C  3.3724  5.0973  1.5502  0.00
C  2.8046  4.6754  2.7427  0.00
C  1.6041  3.9770  2.7341  0.00
H  -0.7349  2.3322  3.8231  0.00
H  -2.3293  2.6062  3.0934  0.00
H  -1.2794  3.9988  3.4480  0.00
H  -1.1528  5.6370  1.6333  0.00
H  -2.5900  7.1410  0.3149  0.00
H  -3.8428  6.2637  -1.6340  0.00
H  -3.6503  3.8764  -2.2480  0.00
H  -2.2671  2.3593  -0.8857  0.00
H  1.0631  3.8876  -0.6154  0.00
H  3.1837  5.1309  -0.5925  0.00
H  4.3123  5.6365  1.5575  0.00
H  3.2976  4.8678  3.6877  0.00
H  1.1896  3.6282  3.6705  0.00
Te  -1.2918  -0.1435  -2.1102  0.00
C  -2.1834  0.2535  -3.9623  0.00
C  -3.4194  0.7929  -4.1735  0.00
C  -3.7324  0.9419  -5.5500  0.00
C  -2.7198  0.5158  -6.3567  0.00
S  -1.3985  -0.0700  -5.4479  0.00
H  -4.0724  1.0887  -3.3644  0.00
H  -4.6529  1.3710  -5.9198  0.00
H  -2.6815  0.5383  -7.4344  0.00
N  4.3388  -8.2973  -2.5237  0.13
C  3.7273  -7.4347  -2.0336  0.07
C  2.9863  -6.3997  -1.4467  0.17
C  2.8897  -5.1052  -2.0601  0.09
C  2.1282  -4.1155  -1.5072  0.05
C  1.4183  -4.3401  -0.3037  0.21
C  1.5409  -5.5926  0.3450  0.04
C  2.2915  -6.5919  -0.2059  0.09
N  0.6149  -3.3180  0.2613  0.02
C  -0.5130  -3.5016  1.0328  0.02
C  -0.9749  -2.2625  1.3487  0.01
N  -0.1713  -1.3186  0.7680  0.03
C  0.7874  -1.9898  0.1370  0.05
H  3.4122  -4.9219  -2.9910  0.01
H  2.0400  -3.1609  -2.0134  0.00
H  1.0515  -5.7533  1.2987  0.00
H  2.3806  -7.5418  0.3072  0.01
H  -0.8977  -4.4825  1.2403  0.00
H  -1.8376  -1.9918  1.9308  0.00
H  1.6127  -1.5501  -0.3939  0.00
S  0.2140  2.4391  -2.8463  0.00
C  -0.9859  3.3275  -3.5970  0.00
N  -1.8228  3.9448  -4.1174  0.00
C  -1.3461  -6.9899  -1.9380  0.00
C  -1.2706  -5.6473  -2.5998  0.00
C  -0.5441  -5.4465  -3.7670  0.00
C  -0.4718  -4.1503  -4.2361  0.00
N  -1.0628  -3.1288  -3.6277  0.00
C  -1.7501  -3.4245  -2.5282  0.00
S  -2.6146  -2.1443  -1.6720  0.00
N  -1.8912  -4.6390  -1.9911  0.00
H  -1.2260  -7.7987  -2.6583  0.00
H  -2.2931  -7.0933  -1.4110  0.00
H  -0.5372  -7.0679  -1.2067  0.00
H  -0.0288  -6.2596  -4.2581  0.00
H  0.0926  -3.9092  -5.1318  0.00
S  1.2276  0.3124  3.3347  0.00
C  1.6364  1.2347  4.7552  0.00
C  0.7182  1.4585  5.7984  0.00
C  1.0429  2.2217  6.9107  0.00
C  2.3038  2.7907  7.0407  0.00
C  3.2356  2.5692  6.0300  0.00
C  2.9116  1.8121  4.9173  0.00
H  -0.2647  1.0084  5.7184  0.00
H  0.3001  2.3702  7.6877  0.00
H  2.5570  3.3872  7.9088  0.00
H  4.2301  2.9966  6.1098  0.00
H  3.6404  1.6566  4.1311  0.00

---

Ranking the structures above by stability puts arrangement one first and arrangement two last.